Entry from OMol25: 2 unconnected molecules or ions with the total composition C3H14Si3 (wB97M-V/def2-TZVPD).

```
20
Properties=species:S:1:pos:R:3
C -3.169 -2.357 -0.428
C 2.647 1.420 -0.710
C 2.389 0.327 1.931
Si -3.328 -2.356 -2.334
Si -0.301 2.512 0.751
Si 1.793 1.781 0.928
H -3.038 -3.380 -0.197
H -2.286 -1.760 -0.053
H -3.950 -1.988 0.107
H 2.151 0.596 -1.437
H 2.674 2.329 -1.188
H 3.742 1.136 -0.565
H 2.015 0.395 2.977
H 2.319 -0.780 1.460
H 3.485 0.388 1.949
H -3.017 -3.670 -2.865
H -4.770 -2.447 -2.588
H -1.310 1.948 1.477
H -0.730 3.069 -0.565
H 2.684 2.834 1.352
```

The energy above the lowest of the compared OMol25 structures with the same formula, charge and spin is 81.5 kcal per mole. The calculation puts the gap between HOMO and LUMO (alpha / beta) at 0.2646 / 0.2443 hartree. The HOMO energy (alpha / beta) comes out at -8.23 / -7.64 eV. As for the spin multiplicity: 1.